Density functional theory data (the ωB97M-V functional and the def2-TZVPD basis) for a molecular structure, C4H7NO3.

```
15
Properties=species:S:1:pos:R:3:forces:R:3
O 0.9707 -2.0130 0.0865 3.137 -0.748 1.211
C 0.8870 -0.6855 0.2897 -4.088 6.474 -1.188
C 1.4817 0.3514 -0.7065 0.782 -1.337 0.731
C 0.0101 0.2189 -0.6430 -0.361 -0.789 0.471
N 2.1547 1.3672 -0.0409 0.046 1.283 -0.043
C -2.7946 -0.0693 0.7326 -0.063 -0.303 0.647
O -3.3246 -0.0583 -0.3914 0.070 0.025 -0.146
O -2.1037 0.7899 1.3196 0.088 0.432 -0.060
H 1.8764 -1.4745 0.5069 -0.337 -3.931 -0.892
H 1.8872 -0.0556 -1.6117 0.586 -0.171 -0.523
H -0.5487 -0.4434 -1.3028 0.275 0.611 -0.502
H 0.6269 -0.2142 1.2473 0.709 -0.680 0.395
H -0.4801 1.0774 -0.2275 -0.657 -0.255 0.365
H 2.2978 2.2039 -0.6298 -0.013 -0.510 -0.160
H -2.9407 -0.9951 1.3710 -0.173 -0.103 -0.306
```
Forces are in eV/Å.

As for the gap between HOMO and LUMO (spin up / spin down): 7.5 / 6.3 eV. The total energy is -11889.6158 eV. As for the spin multiplicity: 2. As for the charge: -1. As for the expectation value of S²: 0.755.



Density functional theory data (the ωB97M-V functional and the def2-TZVPD basis) for a gas-phase ion, C4H7NO3 (charge -2).

```
15
Properties=species:S:1:pos:R:3:forces:R:3
N 0.6161 0.9989 -1.0669 0.384 -0.151 -0.150
C -0.4193 0.7021 -0.0547 -0.982 0.229 -0.548
C -0.5272 -0.8031 0.2661 1.611 -0.218 0.820
C 0.3383 -1.8789 -0.5215 -1.112 0.201 -0.143
O -0.1934 -3.1275 -0.4289 0.197 -0.199 0.249
C -0.2608 1.6821 1.1485 -0.128 -0.563 0.154
O 0.7078 1.4883 1.9192 0.179 0.140 0.035
O -1.1231 2.5982 1.2136 0.043 0.224 0.060
H 1.5140 0.7352 -0.6620 -0.138 0.008 -0.037
H 0.6656 2.0044 -1.1975 -0.075 0.050 0.166
H -1.3830 1.0048 -0.4789 0.150 0.063 -0.309
H -1.5369 -1.2057 0.2396 -0.207 0.264 -0.035
H -0.1283 -0.8764 1.2874 -0.473 -0.246 0.110
H 0.3651 -1.5373 -1.5744 0.363 0.176 -0.144
H 1.3651 -1.7854 -0.0894 0.188 0.023 -0.230
```
Forces are in eV/Å.

As for the gap between HOMO and LUMO: 6.0 eV. The total energy is -11892.0173 eV. Its SMILES is N[C@@H](CC[O-])C(=O)[O-]. As for the charge: -2.



no.,maximum force (Eh/bohr),M (g mol⁻¹)
1,0.15067,117.10
2,0.03541,117.10